Record 1
Computed, not measured: C46H48IrN3O2Te as an isolated structure in a non-equilibrium geometry, with ωB97M-V/def2-TZVPD.

Last column: Löwdin charge in e.
Atoms and positions in Å:
Ir  1.4954  0.4014  -0.0383  1.233
N  1.9299  0.6632  2.1400  -0.054
C  3.2274  0.2349  2.7054  -0.218
C  4.4214  0.9364  2.0747  -0.081
C  4.7162  0.4405  0.6285  -0.669
O  5.8478  0.1329  0.3331  0.077
O  3.7225  0.4448  -0.1598  -0.200
H  1.8489  1.6727  2.2779  0.082
H  1.1911  0.2286  2.6929  0.091
H  3.3216  -0.8442  2.5681  0.120
H  3.2401  0.4430  3.7823  0.123
H  5.3229  0.7471  2.6544  0.122
H  4.2566  2.0141  2.0170  0.107
C  -0.8637  -1.4206  -2.9780  -0.082
C  0.5417  -1.4742  -3.4820  -0.213
C  0.8895  -2.3877  -4.4668  -0.039
C  2.1691  -2.4250  -4.9935  -0.058
C  3.1155  -1.5266  -4.5435  -0.028
C  2.8063  -0.5878  -3.5693  -0.191
C  3.8178  0.4209  -3.1535  -0.017
C  1.5100  -0.5722  -3.0160  -0.217
N  1.2006  0.4260  -2.0694  -0.044
C  0.8439  1.6510  -2.5021  -0.304
C  0.5792  1.9035  -3.9596  0.021
C  0.7927  2.7208  -1.5947  -0.307
C  0.5446  4.1242  -2.0644  0.019
N  0.9412  2.4698  -0.2836  -0.059
C  1.3083  3.4196  0.6581  -0.258
C  2.6077  3.9751  0.6123  -0.210
C  3.5555  3.6542  -0.5000  -0.015
C  3.0122  4.8306  1.6240  -0.038
C  2.1609  5.1630  2.6612  -0.057
C  0.8815  4.6365  2.6934  -0.041
C  0.4390  3.7594  1.7170  -0.224
C  -0.9684  3.2525  1.7849  -0.076
H  -1.4730  -2.1831  -3.4519  0.082
H  -1.3142  -0.4451  -3.1881  0.050
H  -0.8733  -1.5810  -1.8979  0.006
H  0.1402  -3.0697  -4.8378  0.111
H  2.4168  -3.1345  -5.7673  0.109
H  4.1073  -1.5266  -4.9662  0.116
H  4.7818  0.2217  -3.6108  0.093
H  3.9438  0.3823  -2.0695  0.050
H  3.4951  1.4288  -3.4171  0.082
H  0.6558  0.9772  -4.5241  0.095
H  1.3060  2.6145  -4.3564  0.104
H  -0.4147  2.3284  -4.1100  0.100
H  -0.4056  4.1931  -2.5964  0.098
H  1.3301  4.4519  -2.7479  0.101
H  0.5160  4.7976  -1.2091  0.098
H  3.5042  2.6053  -0.7852  0.055
H  4.5762  3.8845  -0.2000  0.097
H  3.3264  4.2509  -1.3839  0.086
H  4.0107  5.2396  1.5865  0.120
H  2.4845  5.8421  3.4318  0.109
H  0.2072  4.9095  3.4903  0.114
H  -1.5202  3.8153  2.5316  0.083
H  -1.0095  2.1934  2.0586  0.045
H  -1.4704  3.3782  0.8225  0.041
C  -3.3403  1.8874  -1.3226  -0.366
Te  -1.6306  0.7859  -0.5356  1.478
C  -3.1385  -0.4930  0.2991  -0.379
C  -4.4794  0.0814  -0.0224  -0.280
C  -5.6362  -0.5306  0.4469  -0.038
C  -6.8756  -0.0020  0.1380  -0.075
C  -6.9710  1.1416  -0.6420  -0.073
C  -5.8241  1.7579  -1.1057  -0.037
C  -4.5761  1.2301  -0.7989  -0.288
H  -3.3118  1.8403  -2.4132  0.058
H  -3.2887  2.9399  -1.0401  0.056
H  -2.9931  -0.5702  1.3758  0.064
H  -3.0382  -1.4985  -0.1100  0.039
H  -5.5553  -1.4211  1.0543  0.110
H  -7.7673  -0.4825  0.5095  0.105
H  -7.9365  1.5570  -0.8853  0.106
H  -5.8854  2.6518  -1.7098  0.118
C  0.6976  -1.3578  0.3825  -0.190
C  0.2335  -2.3402  0.9470  -0.086
C  -0.4077  -3.3700  1.6348  -0.079
C  -1.6520  -3.8278  1.0655  -0.182
C  -2.7535  -4.1362  1.8778  -0.020
C  -3.9705  -4.4605  1.3177  -0.058
C  -4.1283  -4.4792  -0.0612  -0.050
C  -3.0420  -4.1940  -0.8782  -0.059
C  -1.8215  -3.8648  -0.3282  -0.024
C  0.0815  -3.7815  2.9152  -0.164
C  1.0084  -2.9926  3.6220  0.003
C  1.4511  -3.3613  4.8721  -0.052
C  1.0018  -4.5399  5.4524  -0.041
C  0.1209  -5.3550  4.7539  -0.048
C  -0.3294  -4.9901  3.5041  -0.011
H  -2.6526  -4.0624  2.9504  0.120
H  -4.8084  -4.6812  1.9616  0.114
H  -5.0934  -4.6993  -0.4911  0.114
H  -3.1554  -4.2367  -1.9519  0.113
H  -0.9711  -3.6581  -0.9607  0.114
H  1.3604  -2.0819  3.1637  0.086
H  2.1543  -2.7377  5.4063  0.113
H  1.3530  -4.8342  6.4294  0.115
H  -0.2000  -6.2920  5.1825  0.115
H  -0.9769  -5.6482  2.9470  0.120

Force components x, y, z for each atom (eV/Å):
-0.7197 -0.7478 1.4678
-0.6080 0.0519 -0.8304
0.5502 -0.0905 0.1085
0.0604 -0.4609 -0.8097
0.3998 0.4557 2.1448
0.3583 -0.0972 -0.3496
-2.1429 -0.3788 -1.4351
-0.1118 -0.0524 0.0775
0.0053 0.1670 -0.1934
-0.0571 0.0119 -0.0241
-0.1926 -0.0680 -0.0966
-0.1017 0.0638 0.1288
-0.0489 0.1181 0.1462
0.0712 -0.0122 -0.0152
0.1124 0.1950 0.1627
0.2095 -0.0106 -0.0269
-0.1154 0.0151 0.0513
-0.1623 -0.0211 0.0505
-0.3689 0.1306 0.1273
0.1240 -0.0033 0.3574
0.5584 -1.2840 -1.2557
-0.4044 3.2114 0.9700
0.5492 -3.6548 -1.4716
0.1301 -0.0569 0.1284
-0.4159 1.9663 3.7666
-0.0048 -0.1215 0.0359
1.7474 -1.0991 -3.6821
0.1047 1.6443 1.4206
-0.3158 -0.3240 -0.2346
-0.0156 -0.0291 -0.1426
-0.1481 0.0123 0.1419
-0.0545 0.0001 -0.0182
0.3016 0.0550 0.0660
0.1330 -0.1138 -0.4351
-0.0086 0.0195 0.0626
-0.0710 -0.1438 -0.1003
-0.0056 -0.1877 0.1331
-0.1508 0.1068 -0.1072
-0.1333 -0.0786 -0.0030
0.0294 -0.0972 -0.0639
0.1525 0.0005 -0.0244
0.0384 0.0618 -0.1258
0.1335 0.1194 -0.1700
0.0639 0.1565 -0.0928
-0.0157 0.1058 -0.0198
-0.0098 0.0183 -0.0456
-0.0026 0.0341 0.0821
0.0025 -0.0283 -0.0514
-0.0235 -0.0047 -0.0156
0.0286 0.0058 -0.0756
0.1069 -0.0473 0.0001
0.0198 -0.0309 -0.0689
0.0462 0.0853 -0.0844
0.0996 0.0498 0.0003
0.0662 0.0965 0.1362
-0.0883 0.0399 0.0921
-0.0806 0.0603 0.0874
-0.0594 0.1691 -0.1554
-0.0312 -0.1315 0.1635
0.4368 0.3733 -0.0985
-1.6214 -0.0913 0.1037
0.3929 -0.4601 0.1754
-0.0529 0.2454 -0.1483
-0.0302 0.0793 -0.0621
-0.0184 -0.0834 0.0518
-0.0093 0.0832 -0.0265
-0.0689 -0.0831 0.0559
0.0146 -0.1516 0.1458
0.1162 -0.0473 0.0504
0.0089 -0.0242 0.0729
0.0639 0.0497 0.0393
0.0471 0.0119 -0.0467
-0.0199 -0.0920 0.0636
-0.1167 -0.0306 0.0197
-0.1132 0.0185 -0.0048
-0.0631 0.0777 -0.0554
2.5250 1.4987 -0.9109
-1.3624 -2.2289 1.3933
0.6294 1.9919 -1.0693
-0.7754 -0.5148 -0.4078
0.3553 0.1018 0.0553
-0.2528 0.0476 -0.0579
0.1343 0.0508 0.1488
-0.0967 -0.0720 -0.1536
0.1856 -0.0875 0.2338
0.4181 -0.4546 1.0095
-0.2088 -0.0352 -0.2260
0.1129 0.0719 0.1107
-0.1118 -0.0677 -0.2134
0.0913 -0.1379 0.1953
-0.0067 0.2021 -0.3243
-0.0677 -0.0252 0.0585
-0.0818 0.0033 0.0437
-0.0531 -0.0902 -0.0596
0.0203 0.0370 -0.0627
0.0562 0.0334 -0.0719
0.0447 0.1013 -0.0336
0.0195 0.0462 -0.0231
0.0181 -0.0120 0.0869
-0.0325 -0.0710 0.0393
-0.0614 -0.1163 0.0182

Output
Highest occupied orbital energy (spin up / spin down) (eV): -9.9 / -10.0
Orbital gap (spin up / spin down) (eV): 5.38 / 5.07
Net charge: +1
Spin multiplicity: 2
DFT total energy (eV): -67170.4249
⟨S²⟩: 0.7694

***

Record 2
Computed, not measured: a 2-piece molecular cluster, C10H12N3 overall in a non-equilibrium geometry, with ωB97M-V/def2-TZVPD.

Last column: Löwdin charge in e.
Atoms and positions in Å:
C  -3.3595  -1.0113  -2.0181  -0.102
C  -2.2683  -1.0170  -0.9467  -0.229
C  -1.0594  -0.1014  -1.2751  -0.294
C  0.0984  -0.2333  -0.1871  -0.157
C  1.3733  0.4806  -0.3994  -0.115
C  2.3941  -0.0268  -1.1819  -0.244
N  3.2061  -0.3515  -1.9873  0.167
C  -1.4996  1.2907  -1.3902  -0.204
N  -1.8809  2.3846  -1.5188  0.164
H  -4.1623  -1.6993  -1.7288  0.077
H  -3.8053  -0.0173  -2.1394  0.074
H  -2.9737  -1.3455  -2.9889  0.080
H  -2.7046  -0.6858  0.0060  0.121
H  -1.9158  -2.0468  -0.7922  0.116
H  -0.6579  -0.4159  -2.2544  0.154
H  -0.3448  0.1176  0.7582  0.127
H  0.3300  -1.3088  -0.1138  0.129
H  1.4523  1.5363  -0.1445  0.118
C  2.9830  0.5666  1.9283  0.018
C  2.3640  1.1042  3.0026  -0.164
C  1.9939  0.2826  4.0981  -0.246
N  1.7063  -0.3009  5.0844  0.143
H  3.3013  1.1142  1.0379  0.062
H  3.2496  -0.4931  1.9859  0.091
H  2.1798  2.1773  3.1651  0.115

Force components x, y, z for each atom (eV/Å):
-0.0204 -0.0146 -0.0236
0.0144 0.1124 0.2874
0.6850 -0.4677 0.0874
-0.9713 -0.6670 0.1758
-0.4006 0.7810 -0.5076
1.8435 -0.6166 -2.5670
-1.7946 0.5629 2.2306
-0.6379 1.8912 -0.4612
0.7247 -1.9212 0.3557
0.1540 0.1346 -0.0548
0.1462 -0.1587 -0.0068
-0.0403 0.1039 0.1582
0.1371 -0.0834 -0.1253
0.1003 0.2996 -0.0600
-0.0526 0.2360 0.2797
0.1734 -0.2811 -0.1577
-0.3033 0.3038 0.0966
-0.0598 -0.2571 -0.0178
-0.0600 0.1571 0.9418
0.7114 0.3422 -1.1582
-0.8864 -1.8225 3.6606
0.7907 1.6159 -3.0930
0.0231 -0.0027 0.7185
-0.2458 0.3076 -0.3112
-0.0307 -0.5556 -0.4480

Output
Highest occupied orbital energy (spin up / spin down) (eV): -9.4 / -10.7
Orbital gap (spin up / spin down) (eV): 9.45 / 8.76
Net charge: 0
Spin multiplicity: 2
DFT total energy (eV): -15031.4246
⟨S²⟩: 0.7708

***

Record 3
Computed, not measured: a 2-piece molecular cluster, C5H12NO overall in a non-equilibrium geometry, with ωB97M-V/def2-TZVPD.

Last column: Löwdin charge in e.
Atoms and positions in Å:
C  -0.4730  -0.9386  -0.9249  -0.484
O  -0.5671  -0.2495  0.2781  -0.387
C  -0.4918  -2.4494  -0.6852  -0.331
N  0.1605  -3.1998  -1.7691  -0.056
H  -1.3466  -0.6789  -1.5897  0.086
H  0.4639  -0.6655  -1.4658  0.076
H  0.0032  -2.5463  0.2996  0.093
H  -1.5161  -2.7611  -0.5564  0.085
H  1.1316  -2.8418  -1.8704  0.055
H  0.2527  -4.1737  -1.4680  0.036
C  0.5697  1.5640  1.9724  -0.149
C  0.5558  2.2739  0.6224  -0.221
C  0.1731  3.5785  0.5265  -0.054
H  1.6205  1.2911  2.1171  0.058
H  0.2986  2.2188  2.8017  0.049
H  -0.0217  0.6344  1.9389  0.038
H  0.6290  1.5185  -0.1930  0.082
H  0.1196  4.1784  -0.3378  0.000
H  -0.2235  4.0501  1.4157  0.023

Force components x, y, z for each atom (eV/Å):
-0.9042 1.0904 1.3611
-0.0415 -0.7867 -1.1835
0.8598 0.5620 0.3455
0.7190 -0.3641 0.0482
0.5365 -0.1777 -0.1203
0.0340 -0.2176 -0.2905
-0.0449 -0.1941 -0.2897
-0.4244 -0.3244 -0.1074
-0.9505 -0.3007 0.1232
0.0638 0.2871 -0.2544
0.4914 0.2434 -0.5169
-1.5959 0.5367 0.4113
0.4760 -2.1538 0.9641
0.0198 -0.2614 0.2657
-0.1293 0.1625 -0.0182
0.2185 0.4778 -0.1564
0.3915 0.9757 0.3497
-0.0279 0.2436 -1.2203
0.3084 0.2014 0.2887

Output
Highest occupied orbital energy (eV): -2.7
Orbital gap (eV): 6.96
Net charge: -1
DFT total energy (eV): -8915.5339
Relative energy (zero: lowest compared OMol25 entry of this formula, charge and spin) (eV): 1.5298